1.
Entry from OMol25: a 9-piece molecular cluster, C39H87ClO33P5 overall (ωB97M-V with the def2-TZVPD basis set).

Output
HOMO energy, eV: -7.73
Energy above the lowest of the compared OMol25 structures with the same formula, charge and spin, kcal/mol: 0.0
LUMO, eV: 2.02
Electronic energy, eV: -168398.6753
Net charge: -1
Frontier orbital gap, eV: 9.74
Maximum force, eV Å⁻¹: 2.1

The geometry in XYZ format:
```
165
Properties=species:S:1:pos:R:3:forces:R:3:mulliken_charge:R:1
Cl -0.700666 -0.233619 -0.194334 1.3 0.4 0.0 0.944
O 0.172484 0.892995 0.076725 -0.6 0.5 0.0 -0.551
O -2.008808 -0.064540 0.380009 -0.3 0.4 -0.5 -0.638
O -0.745568 -0.422788 -1.639404 -0.4 -0.2 1.0 -0.178
O -0.087279 -1.354370 0.477595 0.1 -1.1 -0.2 -0.575
C -3.496734 -3.263542 0.116859 -0.1 -0.8 1.0 0.110
C -2.635219 -3.978474 -0.916847 -0.4 0.9 0.2 0.133
O -3.530452 -3.981132 -2.037284 0.3 -0.3 -0.5 -0.343
C -4.816800 -3.884644 -1.611899 0.6 -0.4 0.2 0.620
O -5.764357 -4.144310 -2.277995 -0.2 0.2 -0.2 -0.575
O -4.833564 -3.531429 -0.319837 -0.4 0.3 -0.3 -0.421
H -3.321152 -2.192785 0.207617 0.0 0.0 -0.1 -0.030
H -3.457482 -3.761294 1.086930 0.4 0.4 0.1 0.228
H -2.370179 -4.998409 -0.640774 -0.1 0.0 -0.1 0.289
H -1.742761 -3.384772 -1.108953 0.0 -0.1 -0.4 0.048
C 0.606841 4.047693 -1.270652 -0.4 0.1 0.8 0.246
C 0.757860 3.023759 -2.390414 1.3 0.7 0.6 1.196
O -0.550413 2.844422 -2.882752 0.1 0.0 0.1 -0.335
C -1.417029 3.678058 -2.238352 -0.2 -1.2 -0.9 0.448
O -2.577065 3.670415 -2.521493 0.0 0.6 0.4 -0.603
O -0.794711 4.406966 -1.321870 0.1 0.3 0.2 -0.406
H 1.208894 4.948876 -1.352636 -0.1 0.0 -0.3 0.227
H 0.807914 3.630536 -0.285613 -0.1 -0.1 0.0 -0.140
H 1.218265 2.129568 -1.970900 -0.5 -0.3 -0.3 -0.233
H 1.442517 3.429087 -3.136459 -0.4 -0.2 -0.4 -0.490
C 0.178213 0.301353 3.686402 0.0 0.2 -1.1 0.745
C 1.567079 0.395859 3.126848 1.6 -0.2 -0.2 0.559
O 2.353486 0.890223 4.220525 0.0 0.1 0.2 -0.406
C 1.541322 1.207034 5.252732 0.1 0.4 -0.4 0.396
O 1.885822 1.857928 6.186730 0.0 -0.3 0.4 -0.621
O 0.287366 0.779802 5.022530 -0.3 -0.2 0.0 -0.190
H -0.156573 -0.723815 3.553800 -0.5 0.1 0.8 -0.609
H -0.450223 0.973382 3.105012 -0.3 -0.1 0.2 0.347
H 1.699071 1.070897 2.285153 -0.4 0.1 0.1 -0.737
H 2.015917 -0.551459 2.819744 -0.3 -0.1 0.1 0.225
C 5.158059 6.889902 0.106479 0.5 0.3 0.0 -1.033
C 5.517026 5.717858 0.981676 0.7 0.1 0.4 -0.351
O 5.950959 4.621152 0.157384 -0.1 -0.3 -0.3 -0.421
P 4.943943 3.455209 -0.229130 0.9 -0.2 0.7 0.581
O 3.556827 3.854626 -0.449608 -0.2 0.0 -0.4 -0.305
O 5.673596 2.786117 -1.469301 -0.6 0.6 0.4 -0.053
C 7.041150 2.396671 -1.502625 0.3 -1.9 0.0 -0.100
C 7.201120 0.943590 -1.077688 -0.5 -0.9 0.8 -1.224
O 5.143022 2.462024 1.011083 0.2 0.1 -0.2 -0.431
C 4.013866 1.678914 1.438424 -0.8 -0.2 -0.1 -0.602
C 3.652354 0.629320 0.394309 -0.2 0.7 -0.5 0.176
H 6.084321 7.311645 -0.292037 0.0 -0.2 -0.3 0.307
H 4.530541 6.553685 -0.716051 -0.3 0.3 0.1 0.239
H 4.734543 7.711829 0.685479 -0.4 -0.2 0.0 0.370
H 6.404154 5.965498 1.570026 -0.1 0.0 0.1 0.364
H 4.749414 5.412188 1.693989 -0.2 -0.1 -0.3 0.299
H 7.325844 2.384310 -2.554054 0.1 0.9 0.1 0.362
H 7.688699 2.961918 -0.834775 -0.2 0.7 -0.4 0.228
H 7.001616 0.802682 -0.010776 0.3 0.3 0.0 0.269
H 6.488526 0.248168 -1.530751 0.0 0.4 -0.5 0.270
H 8.196640 0.551459 -1.292662 0.1 0.3 0.0 0.428
H 4.178055 1.255636 2.427109 0.7 0.1 -0.1 0.347
H 3.191305 2.386431 1.557780 -0.1 -0.1 0.0 0.491
H 3.170305 1.173991 -0.423015 0.0 -0.2 -0.1 -0.288
H 4.528112 0.142465 -0.033195 0.1 -0.1 0.3 0.225
H 2.926908 -0.105866 0.732193 0.1 0.0 0.1 0.051
C -3.088648 -1.043196 -3.917947 0.4 0.4 0.1 -1.064
C -1.931239 -2.002364 -4.119410 -1.0 0.2 0.7 -0.084
O -1.300414 -1.695972 -5.384105 0.3 -0.5 -0.7 0.084
P -1.045235 -2.845995 -6.447039 0.5 -0.8 0.4 0.675
O -0.150722 -2.521881 -7.568627 -0.5 0.4 0.2 -0.782
O -0.450609 -3.984061 -5.497458 -0.9 0.0 0.4 -0.144
C 0.245708 -5.159091 -5.903056 0.8 0.8 -1.7 -0.312
C -0.274413 -5.754192 -7.212666 -0.1 -0.5 0.0 -1.126
O -2.482950 -3.422493 -6.874466 0.3 -0.1 0.6 -0.349
C -3.547910 -2.561223 -7.321168 0.9 0.2 -0.4 0.073
C -3.437712 -2.303567 -8.805618 -1.1 0.3 -0.7 -1.273
H -3.786356 -1.027816 -4.754405 -0.1 -0.3 0.1 0.334
H -3.590122 -1.299915 -2.984778 -0.2 0.0 -0.1 0.187
H -2.707412 -0.026217 -3.806039 0.0 0.0 0.0 0.223
H -1.240006 -1.868153 -3.289326 0.4 0.1 -0.4 0.144
H -2.281118 -3.031853 -4.042445 0.1 -0.1 -0.5 0.369
H 1.268764 -4.827748 -6.113735 0.1 -0.1 0.2 0.265
H 0.309767 -5.863672 -5.079251 -0.5 0.1 0.1 0.360
H -1.333610 -6.013643 -7.185426 0.0 -0.2 0.3 0.249
H -0.156718 -5.117993 -8.089301 0.2 0.4 0.3 0.298
H 0.321390 -6.642983 -7.439875 -0.2 -0.1 0.1 0.410
H -4.497152 -3.029449 -7.072963 0.1 -0.1 0.2 0.313
H -3.460058 -1.614573 -6.786210 -0.1 0.0 0.0 0.009
H -3.848006 -3.088172 -9.447352 0.3 -0.4 0.4 0.354
H -4.122213 -1.473343 -9.023046 0.3 0.2 0.0 0.384
H -2.440653 -2.071161 -9.171753 0.1 0.1 0.3 0.264
C 4.297477 3.673690 -4.550010 -0.5 -1.0 -0.5 -0.530
C 3.108967 4.137655 -5.417136 1.9 0.7 0.1 -0.684
O 2.089140 3.192947 -5.541184 -0.7 -0.4 -0.2 -0.060
P 2.128484 1.888754 -6.474905 -1.0 0.0 1.8 0.706
O 2.976358 1.941582 -7.660839 0.4 -0.1 0.1 -0.833
O 0.557135 1.785648 -6.708056 0.3 -0.5 0.4 -0.206
C 0.070516 0.660377 -7.511519 0.3 1.3 -0.8 0.244
C -0.236627 1.299929 -8.875616 0.2 -1.2 0.4 -1.484
O 2.484555 0.721201 -5.410253 0.0 0.9 -1.4 -0.446
C 1.510004 0.253930 -4.457663 0.0 -0.8 0.2 1.432
C 2.311516 -0.312239 -3.299976 0.3 0.7 0.4 -1.039
H 4.129119 3.794314 -3.481023 0.1 0.2 0.0 -0.054
H 4.429064 2.599511 -4.722806 0.0 0.0 0.1 0.222
H 5.226938 4.118766 -4.903119 -0.1 0.4 0.3 0.465
H 2.727626 5.050721 -4.954307 -0.5 -0.1 -0.3 0.321
H 3.532535 4.391995 -6.395119 -0.4 0.0 -0.1 0.446
H 0.843888 -0.104480 -7.553496 -0.1 -0.1 -0.2 0.491
H -0.819509 0.234028 -7.059623 0.1 0.2 0.3 -0.123
H 0.689938 1.674587 -9.305192 0.0 0.1 0.0 0.317
H -0.633326 0.524280 -9.536411 -0.1 0.2 -0.1 0.383
H -0.950712 2.108528 -8.745768 -0.1 0.0 0.0 0.321
H 0.767555 0.999878 -4.174800 0.3 0.3 0.0 0.072
H 0.943481 -0.545414 -4.943285 0.0 0.0 0.0 -0.368
H 1.683338 -0.711604 -2.503682 -0.1 -0.4 -0.3 0.101
H 3.058819 -1.011373 -3.675228 -0.3 -0.3 0.0 0.543
H 2.901694 0.460761 -2.792896 -0.1 0.2 -0.3 -0.093
C -3.550568 0.898905 9.195641 0.1 0.7 0.0 -1.125
C -3.080642 1.935453 8.182556 0.2 -0.2 0.4 0.182
O -4.179868 2.256910 7.332544 -0.9 0.2 -0.4 -0.325
P -3.951878 2.678076 5.829045 0.6 0.0 -0.3 0.892
O -2.795324 3.558800 5.592123 -0.3 -0.5 -0.1 -0.702
O -5.354887 3.274886 5.407648 0.3 0.1 0.6 -0.392
C -5.458005 3.993526 4.170095 0.0 0.7 -0.5 -0.376
C -6.378168 3.234327 3.237206 -0.5 0.7 0.5 -0.997
O -3.953278 1.262120 5.088669 0.4 0.2 0.5 -0.239
C -3.068433 0.989715 4.000877 -0.2 -0.3 -1.4 -0.111
C -3.083496 -0.515401 3.743139 0.4 -0.1 0.1 -0.414
H -3.966110 0.070446 8.631592 0.0 -0.2 0.2 0.135
H -2.698960 0.582952 9.800648 0.0 -0.2 -0.1 0.356
H -4.293593 1.296863 9.887154 -0.1 0.0 -0.2 0.434
H -2.757078 2.876677 8.629122 0.2 -0.2 0.1 0.241
H -2.257307 1.482099 7.623061 0.0 0.3 -0.2 -0.027
H -5.835938 4.984465 4.434993 -0.4 -0.2 0.0 0.393
H -4.510117 4.244863 3.684947 0.3 -0.6 0.4 0.331
H -6.011458 2.232459 3.033705 0.0 0.0 -0.1 0.228
H -7.347100 3.208411 3.741621 0.0 -0.5 -0.1 0.277
H -6.540343 3.798992 2.318543 0.2 -0.1 -0.1 0.368
H -3.431076 1.503927 3.102077 -0.2 0.0 0.1 0.202
H -2.082311 1.413036 4.171231 0.0 -0.2 0.4 0.424
H -4.094176 -0.910718 3.636005 -0.1 0.2 0.3 0.526
H -2.589966 -0.820514 2.817368 0.2 0.5 0.0 -0.110
H -2.559247 -1.037280 4.546852 -0.2 -0.1 0.1 -0.135
C 1.889243 -5.855805 7.643308 0.1 -0.5 -0.1 -1.377
C 1.268645 -4.479682 7.541522 0.1 -0.4 0.0 -0.005
O 0.367041 -4.451749 6.409017 0.3 0.4 0.1 -0.328
P -0.136076 -3.007278 5.950432 -0.7 0.9 -0.4 0.879
O 0.781494 -1.873415 6.171234 0.0 -0.9 0.0 -0.596
O -0.605541 -3.275025 4.456357 -0.2 0.0 0.6 -0.219
C 0.349677 -3.500179 3.406280 0.4 -0.1 -0.5 0.305
C -0.360562 -4.154458 2.228557 -1.0 0.5 0.6 -1.194
O -1.555505 -2.795325 6.652728 0.4 -0.4 -0.5 -0.200
C -1.678533 -2.068145 7.885799 -0.4 0.8 -0.2 0.294
C -3.042651 -2.407106 8.462394 0.2 -0.8 -0.5 -1.509
H 2.373638 -6.023268 8.606690 0.1 0.4 0.0 0.394
H 1.167308 -6.670910 7.563615 -0.3 0.3 -0.1 0.327
H 2.634652 -6.019835 6.864589 0.0 0.1 0.0 0.331
H 0.700190 -4.253554 8.444658 0.0 0.1 0.0 0.194
H 2.033992 -3.721561 7.387316 0.0 0.1 0.1 0.319
H 0.781467 -2.550189 3.090599 0.0 0.1 0.1 -0.208
H 1.159680 -4.118616 3.799207 0.0 -0.1 -0.1 0.442
H 0.230816 -4.233221 1.320836 0.3 -0.3 0.2 0.465
H -0.828261 -5.081235 2.565325 0.4 -0.3 -0.3 0.415
H -1.210012 -3.525984 1.943889 0.2 0.2 0.1 -0.095
H -0.841400 -2.283900 8.548661 -0.1 -0.3 0.1 0.423
H -1.623547 -0.999003 7.669479 0.1 0.0 -0.1 -0.073
H -3.159264 -3.486478 8.333468 0.0 -0.1 0.5 0.390
H -3.139787 -2.100826 9.500142 0.0 -0.1 0.0 0.408
H -3.864700 -1.993318 7.879777 0.2 0.3 -0.1 0.300
```
Positions in Å, forces in eV/Å.



2.
Entry from OMol25: C24H18N2O6 in the gas phase (ωB97M-V with the def2-TZVPD basis set).

Output
Structure (SMILES): CCOc1ccc(C(=O)Nc2cccc(-c3cc4ccccc4oc3=O)c2)cc1[N+](=O)[O-]
HOMO energy, eV: -8.39
Energy above the lowest of the compared OMol25 structures with the same formula, charge and spin, kcal/mol: 70.1
LUMO, eV: -0.43
Electronic energy, eV: -40443.3069
Frontier orbital gap, eV: 7.96
Maximum force, eV Å⁻¹: 1.1

The geometry in XYZ format:
```
50
Properties=species:S:1:pos:R:3:forces:R:3:mulliken_charge:R:1
C 1.900342 8.475808 1.879977 -0.1 -0.4 -0.1 -1.416
C 1.140619 7.313178 1.263510 -0.3 0.4 -0.1 -0.396
O 1.924118 6.149260 1.469853 0.0 0.0 0.1 -0.357
C 1.501061 4.960767 1.044492 0.1 -0.3 0.0 1.129
C 0.293295 4.741098 0.371183 0.1 0.3 0.1 -0.554
C -0.087044 3.475947 -0.025699 0.2 -0.2 0.1 -1.012
C 0.709764 2.365923 0.249717 0.0 0.3 0.1 0.179
C 0.326819 0.966379 -0.114147 0.0 0.3 -0.1 0.531
O 0.642257 0.021449 0.576679 0.1 -0.2 0.1 -0.639
N -0.379452 0.880161 -1.277726 -0.1 0.3 -0.2 -0.114
C -0.893764 -0.265758 -1.897396 -0.1 -0.3 -0.2 0.607
C -1.357110 -0.150145 -3.206769 0.1 0.0 0.1 -0.692
C -1.881943 -1.253575 -3.851610 0.0 0.0 0.0 -0.829
C -1.953709 -2.477280 -3.210662 0.0 -0.1 0.0 -0.648
C -1.498816 -2.601464 -1.899982 -0.1 0.4 -0.3 0.346
C -1.547067 -3.885779 -1.190375 0.5 -0.2 0.4 0.305
C -0.557308 -4.271057 -0.346897 -0.5 0.2 -0.5 -0.617
C -0.619390 -5.517463 0.347155 -0.4 -0.5 0.1 0.890
C 0.372499 -5.965600 1.227550 -0.2 0.0 -0.1 -0.653
C 0.243439 -7.181561 1.857635 0.1 -0.1 0.1 -0.646
C -0.875473 -7.977805 1.622816 0.0 0.1 0.0 -0.423
C -1.866397 -7.559904 0.759818 -0.1 0.2 -0.2 -0.450
C -1.741900 -6.328534 0.120787 0.8 -0.1 0.5 -0.009
O -2.728914 -5.942575 -0.718789 -0.2 -0.2 0.0 -0.402
C -2.710565 -4.758016 -1.398256 -0.5 0.2 -0.4 0.277
O -3.655467 -4.513110 -2.106699 0.4 -0.1 0.3 -0.654
C -0.973124 -1.488777 -1.247107 0.0 -0.1 0.1 -0.592
C 1.892687 2.560503 0.946622 0.1 0.1 0.0 -0.587
C 2.301816 3.830941 1.319949 -0.9 0.0 -0.6 -0.093
N 3.570407 3.956081 1.995418 0.5 0.0 0.2 0.998
O 4.126714 5.030292 1.992150 0.2 0.2 0.0 -0.573
O 4.015187 2.953456 2.514153 0.2 -0.3 0.2 -0.606
H 2.882239 8.555022 1.422868 0.1 0.1 0.0 0.330
H 1.352651 9.400646 1.724770 0.0 0.1 0.0 0.421
H 2.031632 8.309663 2.945149 0.0 0.0 0.1 0.328
H 0.994580 7.478442 0.187940 0.0 -0.1 0.1 0.386
H 0.159999 7.195282 1.743567 0.1 0.0 -0.1 0.398
H -0.358381 5.572640 0.157094 0.0 0.1 0.0 0.406
H -1.038702 3.357763 -0.523821 -0.1 0.0 0.0 0.478
H -0.469165 1.725005 -1.824622 0.1 -0.1 0.2 0.215
H -1.306357 0.803929 -3.713385 0.0 0.1 -0.1 0.383
H -2.238032 -1.158700 -4.866268 0.0 0.0 -0.1 0.379
H -2.361734 -3.332282 -3.722916 -0.1 0.0 0.0 0.447
H 0.309500 -3.643501 -0.195685 0.1 0.1 0.0 0.550
H 1.234068 -5.339027 1.402594 0.1 0.1 0.0 0.428
H 1.009774 -7.522565 2.536677 0.1 0.0 0.1 0.394
H -0.969104 -8.930646 2.120895 0.0 -0.1 0.0 0.373
H -2.739948 -8.161400 0.565923 -0.1 -0.1 0.0 0.465
H -0.639735 -1.565801 -0.226329 0.0 0.0 0.0 0.793
H 2.513137 1.712690 1.198200 0.0 0.0 0.0 0.524
```
Positions in Å, forces in eV/Å.